[1]
13 unconnected molecules or ions with the total composition C21H68N12O13 at a distorted geometry. Source: OMol25; level of theory: ωB97M-V/def2-TZVPD.

Values from the calculation:
Net charge   0
Frontier orbital gap   0.31713 hartree
ΔE to the lowest compared entry with this formula, charge and spin   313.4 kcal per mole

Element x y z (Å)
1 C 1.182 -1.363 -3.604
2 O 1.799 -1.552 -4.823
3 H 0.127 -1.357 -3.660
4 H 1.510 -0.401 -3.199
5 H 1.489 -2.155 -2.935
6 H 1.241 -1.126 -5.449
7 C 1.397 2.971 2.624
8 O 0.164 2.352 2.360
9 H 1.306 3.958 3.077
10 H 2.006 3.005 1.764
11 H 1.829 2.351 3.420
12 H -0.271 2.130 3.161
13 C 3.696 0.789 1.441
14 O 3.531 1.286 0.138
15 H 4.141 1.620 2.004
16 H 4.389 -0.047 1.440
17 H 2.691 0.604 1.976
18 H 4.444 1.559 -0.153
19 C 1.634 3.602 -1.415
20 O 1.961 2.489 -2.119
21 N 0.786 3.541 -0.453
22 N 2.087 4.793 -1.618
23 H 0.723 2.504 -0.207
24 H 0.864 4.230 0.361
25 H 2.830 4.653 -2.371
26 H 2.248 5.426 -0.843
27 C -1.441 -1.774 2.878
28 O -1.222 -2.627 3.962
29 N -2.546 -1.843 2.255
30 N -0.585 -0.884 2.543
31 H -3.181 -2.576 2.529
32 H -3.026 -1.048 1.768
33 H 0.373 -0.811 3.023
34 H -0.725 -0.480 1.588
35 C 0.262 -0.136 -0.230
36 O 1.026 -1.048 -0.847
37 N 0.832 0.940 0.227
38 N -0.997 -0.211 -0.006
39 H 1.858 0.919 0.029
40 H 0.360 1.526 0.977
41 H -1.517 -1.073 -0.317
42 H -1.699 0.563 0.373
43 C -1.665 -3.291 -1.367
44 O -2.479 -2.175 -0.958
45 N -2.122 -4.467 -1.573
46 N -0.362 -3.240 -1.409
47 H -3.145 -4.520 -1.394
48 H -1.869 -5.170 -2.252
49 H 0.285 -2.427 -1.355
50 H 0.121 -4.111 -1.563
51 C -3.820 0.954 0.643
52 O -4.168 0.408 -0.525
53 N -4.182 0.399 1.758
54 N -2.694 1.615 0.858
55 H -5.022 -0.142 1.724
56 H -3.955 0.753 2.667
57 H -2.231 2.090 -0.034
58 H -2.329 1.788 1.783
59 C -2.332 3.383 -1.823
60 O -2.330 4.769 -1.918
61 N -3.207 2.660 -2.399
62 N -1.529 2.684 -1.148
63 H -3.638 3.174 -3.175
64 H -3.407 1.608 -2.332
65 H -0.676 3.163 -0.778
66 H -1.401 1.770 -1.601
67 C 4.447 -2.923 1.849
68 C 3.123 -2.999 1.087
69 C 1.954 -2.342 1.769
70 O 3.074 -2.595 -0.083
71 H 4.986 -2.090 1.494
72 H 5.022 -3.795 1.762
73 H 4.291 -2.751 2.920
74 H 2.919 -4.031 1.046
75 H 2.012 -1.310 1.855
76 H 1.719 -2.744 2.749
77 H 1.051 -2.342 1.169
78 H 2.254 -2.105 -0.121
79 C 6.660 -0.448 -2.532
80 C 5.377 -0.800 -1.845
81 C 4.160 -0.666 -2.764
82 O 5.444 -1.934 -1.330
83 H 7.514 -0.603 -1.903
84 H 6.652 0.654 -2.737
85 H 6.615 -1.001 -3.494
86 H 5.278 -0.163 -1.013
87 H 3.330 -0.507 -2.064
88 H 3.945 -1.542 -3.306
89 H 4.156 0.195 -3.432
90 H 4.599 -2.159 -0.879
91 C -3.266 -1.532 -4.527
92 C -3.756 -0.317 -3.783
93 C -5.191 -0.469 -3.257
94 O -2.998 0.039 -2.876
95 H -3.314 -2.400 -3.894
96 H -2.242 -1.350 -4.850
97 H -3.820 -1.730 -5.404
98 H -3.776 0.559 -4.449
99 H -5.929 -0.865 -4.003
100 H -5.584 0.389 -2.819
101 H -5.331 -1.283 -2.516
102 H -3.092 -0.481 -2.073
103 C -2.116 1.956 6.010
104 C -2.291 0.968 4.911
105 C -3.697 0.578 4.705
106 O -1.830 1.344 3.778
107 H -1.051 1.940 6.386
108 H -2.828 1.858 6.775
109 H -2.319 2.989 5.695
110 H -1.822 0.033 5.307
111 H -4.195 1.337 4.173
112 H -4.167 0.246 5.626
113 H -3.777 -0.315 4.072
114 H -1.613 0.531 3.314

***

[2]
9 unconnected molecules or ions with the total composition H18O9 at a distorted geometry. Source: OMol25; level of theory: ωB97M-V/def2-TZVPD.

Values from the calculation:
Net charge   +1
Multiplicity   2
Frontier orbital gap (alpha / beta)   0.40433 / 0.09900 hartree
ΔE to the lowest compared entry with this formula, charge and spin   33.2 kcal per mole

Element x y z (Å)
1 O 2.400 -0.051 -2.934
2 H 2.899 0.752 -3.082
3 H 1.876 0.132 -2.154
4 O -1.331 -2.185 2.231
5 H -2.133 -2.170 1.708
6 H -1.188 -1.272 2.477
7 O 0.308 1.549 -1.524
8 H -0.295 1.339 -2.237
9 H 0.316 2.506 -1.491
10 O -0.860 -0.005 0.241
11 H -0.414 0.636 -0.312
12 H -0.569 -0.854 -0.093
13 O 1.563 -4.014 0.064
14 H 1.219 -3.174 -0.240
15 H 0.805 -4.599 0.062
16 O 1.927 1.172 2.107
17 H 1.240 1.708 1.712
18 H 2.305 0.687 1.373
19 O -0.451 -2.346 -1.372
20 H -1.011 -3.046 -1.709
21 H -0.756 -1.558 -1.821
22 O 0.042 3.319 1.238
23 H -0.825 2.984 1.463
24 H -0.067 3.703 0.368
25 O -2.238 1.971 1.256
26 H -2.937 1.616 1.806
27 H -1.825 1.201 0.866

***

[3]
3 unconnected molecules or ions with the total composition C4H15N2O4 at a distorted geometry. Source: OMol25; level of theory: ωB97M-V/def2-TZVPD.

Values from the calculation:
Net charge   -1
Frontier orbital gap   0.26226 hartree
ΔE to the lowest compared entry with this formula, charge and spin   11.2 kcal per mole

Element x y z (Å)
1 C -1.298 0.078 0.230
2 N -0.323 0.009 -0.844
3 C -0.837 -0.936 -1.994
4 O -1.232 -2.115 -1.508
5 C -0.726 0.812 1.450
6 N 0.532 0.299 2.002
7 C 1.742 0.858 1.444
8 O 1.909 2.226 1.935
9 H -1.780 -0.845 0.578
10 H -2.107 0.704 -0.173
11 H 0.424 -0.605 -0.525
12 H 0.158 -1.099 -2.481
13 H -1.488 -0.324 -2.629
14 H -1.379 0.935 2.279
15 H -0.578 1.843 1.110
16 H 0.541 -0.707 1.963
17 H 1.637 1.022 0.384
18 H 2.630 0.356 1.792
19 H 1.210 2.421 2.567
20 H 0.143 -2.609 -0.071
21 H -0.654 -3.742 -0.088
22 O 0.047 -3.406 0.495
23 H -0.023 2.238 -1.811
24 H 0.433 1.428 -2.876
25 O 0.005 2.294 -2.780

***

[4]
A molecular structure, C24H64B2CuF8O24S8 at a distorted geometry. Source: OMol25; level of theory: ωB97M-V/def2-TZVPD.

Values from the calculation:
Net charge   0
Multiplicity   2
Frontier orbital gap (alpha / beta)   0.36267 / 0.22565 hartree
ΔE to the lowest compared entry with this formula, charge and spin   0.0 kcal per mole

Element x y z (Å)
1 Cu -0.289 -0.064 -0.652
2 B 0.247 -2.864 -0.149
3 F -0.643 -3.846 0.315
4 F 0.074 -1.751 0.656
5 F 1.529 -3.451 -0.106
6 F -0.107 -2.580 -1.432
7 B 2.093 0.708 -0.540
8 F 3.453 0.953 -0.293
9 F 1.320 0.808 0.572
10 F 1.476 1.579 -1.416
11 F 1.859 -0.518 -1.012
12 O -0.053 0.734 -5.208
13 S -0.606 -0.183 -4.217
14 O -0.129 -0.132 -2.797
15 O -2.255 0.086 -4.214
16 C -2.932 0.040 -5.400
17 C -3.962 1.193 -5.606
18 C -0.528 -2.012 -4.869
19 H -3.426 -0.925 -5.290
20 H -2.299 -0.047 -6.283
21 H -4.287 1.187 -6.646
22 H -3.406 2.107 -5.402
23 H -4.820 1.239 -4.934
24 H -1.102 -2.031 -5.795
25 H -0.924 -2.693 -4.116
26 H 0.474 -2.380 -5.094
27 O -1.504 1.666 -1.545
28 S -2.220 2.948 -1.569
29 O -3.227 3.178 -2.613
30 O -2.834 3.306 -0.106
31 C -3.495 4.524 0.168
32 C -2.535 5.401 1.147
33 C -0.936 4.333 -1.677
34 H -4.273 4.423 0.926
35 H -3.858 5.031 -0.726
36 H -3.007 6.208 1.707
37 H -1.653 5.810 0.655
38 H -2.044 4.772 1.890
39 H -0.425 4.391 -0.716
40 H -1.454 5.290 -1.733
41 H -0.139 4.088 -2.380
42 O -3.023 -1.175 2.526
43 S -2.551 0.143 2.167
44 O -1.378 0.345 1.325
45 O -3.711 1.005 1.409
46 C -5.030 0.873 1.785
47 C -5.813 2.026 1.178
48 C -2.491 1.150 3.627
49 H -5.214 0.788 2.856
50 H -5.388 -0.072 1.376
51 H -6.833 1.650 1.105
52 H -5.374 2.276 0.212
53 H -5.850 2.972 1.719
54 H -2.650 2.203 3.395
55 H -1.563 0.817 4.092
56 H -3.359 0.782 4.175
57 O -2.272 -0.908 -1.151
58 S -3.566 -1.561 -1.315
59 O -4.808 -0.927 -0.975
60 O -3.749 -2.043 -2.913
61 C -4.910 -2.816 -3.263
62 C -5.128 -2.607 -4.705
63 C -3.344 -3.183 -0.458
64 H -5.778 -2.466 -2.704
65 H -4.764 -3.884 -3.105
66 H -5.361 -1.544 -4.763
67 H -5.958 -3.081 -5.230
68 H -4.256 -2.919 -5.280
69 H -2.924 -2.999 0.531
70 H -2.702 -3.801 -1.086
71 H -4.219 -3.768 -0.173
72 O 3.986 -3.020 4.702
73 S 3.696 -1.857 3.916
74 O 3.424 -0.514 4.418
75 O 4.948 -1.702 2.856
76 C 4.822 -0.854 1.788
77 C 6.145 -1.058 1.019
78 C 2.319 -2.455 2.805
79 H 4.586 0.160 2.112
80 H 4.049 -1.220 1.113
81 H 6.915 -0.919 1.778
82 H 6.160 -0.228 0.314
83 H 6.193 -2.092 0.679
84 H 2.607 -3.420 2.388
85 H 2.156 -1.687 2.049
86 H 1.401 -2.411 3.391
87 O -0.078 -6.310 2.785
88 S -0.777 -5.665 3.885
89 O -1.736 -6.302 4.738
90 O 0.336 -4.955 4.969
91 C 1.622 -5.526 4.922
92 C 1.870 -5.675 6.441
93 C -1.333 -3.942 3.391
94 H 2.358 -4.881 4.443
95 H 1.716 -6.507 4.456
96 H 2.600 -6.484 6.449
97 H 1.019 -6.018 7.029
98 H 2.295 -4.860 7.026
99 H -1.459 -3.320 4.277
100 H -2.152 -4.100 2.689
101 H -0.571 -3.505 2.746
102 O -0.484 6.129 3.815
103 S 0.251 4.830 3.714
104 O -0.305 3.570 3.901
105 O 0.969 4.823 2.211
106 C 1.860 3.845 1.830
107 C 3.220 4.425 1.579
108 C 1.708 4.985 4.771
109 H 1.501 3.605 0.829
110 H 1.932 2.913 2.391
111 H 3.665 4.949 2.424
112 H 3.276 5.095 0.721
113 H 3.872 3.601 1.291
114 H 1.303 4.825 5.770
115 H 2.143 5.980 4.677
116 H 2.464 4.205 4.678
117 O 3.783 2.677 -4.874
118 S 4.336 1.288 -4.945
119 O 4.714 0.676 -6.215
120 O 5.554 1.133 -3.806
121 C 6.237 -0.064 -3.649
122 C 7.666 0.325 -3.273
123 C 3.209 0.091 -4.187
124 H 6.222 -0.659 -4.562
125 H 5.756 -0.674 -2.884
126 H 7.795 1.381 -3.509
127 H 8.478 -0.155 -3.820
128 H 7.746 0.040 -2.224
129 H 2.181 0.295 -4.484
130 H 3.240 0.338 -3.126
131 H 3.404 -0.942 -4.477

***

[5]
A molecular structure, C28H39BCl45NO2P at a distorted geometry. Source: OMol25; level of theory: ωB97M-V/def2-TZVPD.

Values from the calculation:
Net charge   +1
Frontier orbital gap   0.26449 hartree

Element x y z (Å)
1 C -5.864 -0.487 -2.196
2 C -4.577 0.349 -1.533
3 C -3.793 1.076 -2.790
4 P -1.955 1.531 -2.385
5 Cl -0.834 -0.263 -1.919
6 C -1.210 2.333 -3.951
7 C -0.542 1.227 -5.014
8 C -1.678 0.529 -5.967
9 C -1.413 -1.044 -6.337
10 C -1.091 -2.020 -5.061
11 C -2.441 -2.452 -4.187
12 C -2.213 -3.853 -3.335
13 C -0.721 -4.005 -2.674
14 C -0.715 -5.330 -1.653
15 C -0.824 -4.860 -0.071
16 C -0.286 -6.008 0.990
17 O 1.118 -6.295 0.637
18 C 1.999 -6.213 1.825
19 B -1.885 2.619 -0.808
20 O -1.363 1.984 0.453
21 N -2.335 4.063 -0.683
22 C -1.196 5.050 -0.815
23 C -3.510 4.396 -1.575
24 H -5.933 -1.570 -1.728
25 H -6.887 0.112 -2.075
26 H -5.740 -0.651 -3.362
27 H -3.866 -0.367 -0.908
28 H -5.034 1.181 -0.846
29 H -3.813 0.317 -3.680
30 H -4.340 2.074 -3.151
31 H -0.315 3.023 -3.585
32 H -2.006 2.999 -4.527
33 H 0.178 0.487 -4.466
34 H 0.151 1.889 -5.725
35 H -2.785 0.669 -5.569
36 H -1.649 1.123 -7.003
37 H -2.429 -1.449 -6.814
38 H -0.617 -1.135 -7.222
39 H -0.247 -1.646 -4.343
40 H -0.693 -3.047 -5.522
41 H -3.292 -2.615 -4.996
42 H -2.802 -1.603 -3.466
43 H -2.982 -3.844 -2.431
44 H -2.489 -4.816 -3.982
45 H -0.459 -3.085 -1.964
46 H 0.151 -4.152 -3.471
47 H 0.268 -5.966 -1.827
48 H -1.621 -6.054 -1.903
49 H -1.945 -4.579 0.199
50 H -0.195 -3.883 0.114
51 H -0.962 -6.971 1.034
52 H -0.273 -5.510 2.055
53 H 1.926 -5.191 2.405
54 H 3.130 -6.356 1.497
55 H 1.689 -7.093 2.553
56 H -1.779 1.051 0.426
57 H -1.059 5.587 0.242
58 H -0.155 4.560 -1.058
59 H -1.423 5.942 -1.574
60 H -3.223 4.654 -2.686
61 H -4.073 5.321 -1.074
62 H -4.278 3.494 -1.485
63 C -6.196 5.084 1.622
64 Cl -7.484 3.853 1.631
65 Cl -6.290 6.052 3.115
66 Cl -4.608 4.282 1.533
67 Cl -6.403 6.150 0.209
68 C -4.412 3.326 5.625
69 Cl -6.133 3.181 5.190
70 Cl -3.409 2.636 4.324
71 Cl -3.998 5.046 5.845
72 Cl -4.106 2.444 7.142
73 C 2.545 -6.259 -4.699
74 Cl 2.584 -5.943 -2.946
75 Cl 2.376 -4.717 -5.577
76 Cl 4.058 -7.060 -5.192
77 Cl 1.162 -7.315 -5.082
78 C -0.567 -3.185 4.712
79 Cl -0.934 -2.544 6.334
80 Cl -1.798 -4.388 4.256
81 Cl -0.574 -1.850 3.531
82 Cl 1.040 -3.955 4.728
83 C 5.970 -5.086 0.901
84 Cl 7.022 -6.427 1.421
85 Cl 6.969 -3.660 0.521
86 Cl 5.058 -5.575 -0.550
87 Cl 4.832 -4.682 2.210
88 C 7.833 -2.032 4.533
89 Cl 7.789 -2.405 6.274
90 Cl 6.781 -3.171 3.655
91 Cl 7.257 -0.367 4.268
92 Cl 9.504 -2.185 3.934
93 C 2.112 6.523 1.980
94 Cl 3.722 6.362 2.725
95 Cl 2.249 7.449 0.464
96 Cl 1.455 4.904 1.629
97 Cl 1.021 7.377 3.101
98 C -1.118 5.045 9.263
99 Cl -1.162 4.672 11.005
100 Cl -2.170 3.907 8.385
101 Cl -1.694 6.711 8.998
102 Cl 0.553 4.892 8.664
103 C 1.254 5.100 -6.710
104 Cl 1.210 4.727 -4.968
105 Cl 0.202 3.961 -7.588
106 Cl 0.678 6.765 -6.975
107 Cl 2.925 4.947 -7.308
108 C 10.803 1.850 4.543
109 Cl 10.149 0.828 5.848
110 Cl 10.567 1.035 2.976
111 Cl 9.954 3.416 4.532
112 Cl 12.543 2.120 4.815
113 C 3.615 0.588 6.423
114 Cl 3.248 1.228 8.045
115 Cl 2.384 -0.616 5.967
116 Cl 3.608 1.922 5.243
117 Cl 5.222 -0.182 6.439

***

[6]
2 unconnected molecules or ions with the total composition H3INPS at a distorted geometry. Source: OMol25; level of theory: ωB97M-V/def2-TZVPD.

Values from the calculation:
Net charge   0
Frontier orbital gap   0.33401 hartree
ΔE to the lowest compared entry with this formula, charge and spin   11.4 kcal per mole

Element x y z (Å)
1 N 1.393 -1.130 -0.434
2 P 0.790 -0.590 1.074
3 S -0.401 -1.351 -0.418
4 I -2.269 2.678 -0.613
5 H 1.829 -1.959 -0.604
6 H 0.541 0.609 0.448
7 H -1.883 1.744 0.547